1.
{"formula": "C22H24Br39NO3", "method": "ωB97M-V/def2-TZVPD", "spin_multiplicity": 1, "e_homo_ev": -9.8, "largest_force_ev_per_a": 1.72, "total_energy_ha": -101519.57484, "lumo_ha": -0.0421, "elements": ["C", "C", "C", "C", "C", "N", "C", "C", "C", "O", "O", "C", "O", "H", "H", "H", "H", "H", "H", "H", "H", "H", "H", "H", "C", "Br", "Br", "Br", "H", "C", "Br", "Br", "Br", "H", "C", "Br", "Br", "Br", "H", "C", "Br", "Br", "Br", "H", "C", "Br", "Br", "Br", "H", "C", "Br", "Br", "Br", "H", "C", "Br", "Br", "Br", "H", "C", "Br", "Br", "Br", "H", "C", "Br", "Br", "Br", "H", "C", "Br", "Br", "Br", "H", "C", "Br", "Br", "Br", "H", "C", "Br", "Br", "Br", "H", "C", "Br", "Br", "Br", "H"], "xyz": [[-5.81340, -2.30951, -4.01690], [-4.76848, -2.12132, -3.19159], [-3.35300, -1.78429, -3.66882], [-2.40079, -2.71903, -2.95700], [-1.81365, -2.59956, -1.74622], [-1.85539, -1.61149, -0.74890], [-1.65354, -0.20108, -1.14159], [-0.63440, 0.02589, -2.24915], [-1.03784, -3.88891, -1.53168], [-0.40815, -4.20526, -0.54981], [-1.18729, -4.70885, -2.63661], [-1.97715, -4.02398, -3.55493], [-2.24177, -4.45103, -4.64306], [-6.67193, -2.89341, -3.69572], [-5.78358, -1.88811, -5.02102], [-4.90166, -2.23201, -2.11116], [-3.30956, -1.96069, -4.74896], [-3.08491, -0.74221, -3.45043], [-2.67348, -1.72548, -0.16507], [-2.61131, 0.28032, -1.39426], [-1.27238, 0.31342, -0.24830], [-0.51533, 1.11123, -2.36580], [-0.94498, -0.35894, -3.22593], [0.34371, -0.39601, -1.99826], [3.70741, -1.91527, -2.09062], [4.48061, -1.85432, -3.85222], [3.45738, -0.15746, -1.34222], [2.04184, -2.87230, -2.07572], [4.39614, -2.45051, -1.45270], [2.39027, 2.99502, 1.60671], [3.60831, 2.72058, 3.06942], [3.31569, 3.06229, -0.08342], [0.98159, 1.68072, 1.62043], [1.92643, 3.96214, 1.74489], [-2.05215, 4.69207, 0.37240], [-0.93624, 5.16228, 1.86896], [-1.30684, 5.29185, -1.29782], [-2.42852, 2.80410, 0.32385], [-2.99550, 5.20356, 0.50616], [-4.77468, 3.55223, -2.58462], [-6.21161, 2.90260, -1.48018], [-4.26918, 2.24946, -3.91321], [-5.19522, 5.25279, -3.37856], [-3.91100, 3.69596, -1.94965], [0.38742, -4.91931, -6.40215], [0.98906, -3.09371, -6.26332], [-0.24783, -5.32027, -8.17351], [1.75399, -6.15106, -5.83670], [-0.45079, -5.03406, -5.72852], [1.74036, -5.53723, 0.92813], [0.50386, -5.45784, 2.40628], [3.06499, -4.14995, 1.05493], [2.53859, -7.28248, 0.78450], [1.17035, -5.35784, 0.02540], [-1.80935, -2.28674, 2.78575], [-1.05958, -0.51535, 2.86060], [-1.68034, -3.19527, 4.47065], [-3.62742, -2.23968, 2.13685], [-1.22612, -2.85105, 2.06856], [6.30654, 2.30573, 6.36807], [6.99233, 2.45539, 4.57771], [5.82790, 4.02896, 7.08382], [4.83502, 1.06876, 6.46547], [7.10134, 1.91187, 6.98524], [-7.47558, 1.62571, -5.85127], [-8.86083, 1.00089, -4.66934], [-7.05258, 0.32138, -7.20261], [-7.91353, 3.33356, -6.62033], [-6.58673, 1.76425, -5.25410], [-7.89618, 2.85219, 2.38591], [-7.66418, 4.74719, 2.13914], [-8.54905, 2.01323, 0.78013], [-6.28050, 2.01986, 3.01082], [-8.64935, 2.71492, 3.14848], [11.21095, 4.32628, 3.59713], [12.12130, 4.22581, 5.28987], [10.87363, 2.57751, 2.86716], [9.58763, 5.35238, 3.73452], [11.86576, 4.84151, 2.90918], [2.25614, -7.06301, 5.51521], [1.04352, -6.99893, 7.01011], [3.58046, -5.67093, 5.61750], [3.06515, -8.79905, 5.32918], [1.67094, -6.88569, 4.62486], [8.28607, 8.45081, 5.64829], [8.69654, 9.38486, 7.28044], [7.24482, 6.86546, 5.98116], [7.43584, 9.60432, 4.36195], [9.22495, 8.12912, 5.21817]], "forces_ev_per_angstrom": [[0.97, 0.18, 0.61], [-0.50, 0.03, -0.46], [-0.41, -0.04, 0.34], [0.33, 0.51, 0.17], [-0.41, -0.68, -0.60], [0.46, -0.16, -0.76], [-0.07, 0.11, 0.18], [-0.03, 0.21, -0.04], [0.11, 0.20, 1.34], [-0.84, 0.21, -1.49], [0.03, 0.35, 0.09], [-0.33, 0.39, -0.41], [0.33, 0.03, 0.87], [-0.24, 0.74, 0.07], [0.08, -0.73, -0.12], [0.18, -0.53, -0.28], [0.13, 0.11, 0.20], [-0.01, -0.22, -0.02], [0.11, -0.03, 0.19], [0.11, -0.06, -0.11], [-0.14, -0.21, -0.12], [0.04, -0.20, 0.04], [0.04, -0.06, 0.18], [-0.19, 0.02, 0.01], [-0.12, 0.09, -0.06], [-0.03, 0.01, 0.07], [0.11, -0.06, -0.02], [0.00, -0.07, -0.26], [-0.01, -0.04, 0.03], [0.00, 0.09, 0.11], [-0.02, 0.00, -0.08], [-0.10, 0.02, 0.07], [0.28, 0.08, -0.20], [-0.02, -0.02, -0.01], [0.00, 0.01, 0.01], [-0.03, -0.02, -0.05], [-0.02, -0.04, 0.03], [-0.08, 0.11, 0.04], [0.01, 0.00, 0.02], [-0.11, 0.04, 0.05], [0.19, 0.08, -0.08], [0.11, -0.03, -0.01], [0.02, -0.08, 0.01], [0.01, -0.03, -0.02], [0.01, -0.04, 0.01], [-0.04, -0.02, 0.06], [0.03, 0.01, 0.04], [-0.02, 0.04, -0.01], [0.02, 0.00, -0.06], [0.09, -0.10, -0.09], [0.01, 0.06, -0.03], [0.10, -0.07, 0.31], [0.02, 0.05, 0.05], [0.04, -0.03, 0.16], [0.13, -0.02, -0.12], [-0.14, -0.16, 0.13], [-0.05, 0.06, 0.00], [-0.11, -0.05, 0.14], [-0.01, 0.00, -0.07], [0.00, -0.02, -0.02], [0.02, 0.00, 0.05], [-0.09, -0.16, 0.05], [0.03, 0.05, -0.02], [-0.01, 0.01, 0.00], [-0.06, 0.02, 0.02], [0.04, 0.01, -0.03], [0.00, 0.02, 0.03], [0.02, -0.06, 0.02], [-0.01, 0.00, 0.02], [0.06, 0.06, -0.03], [0.00, -0.04, 0.00], [-0.13, -0.07, 0.09], [0.02, -0.01, -0.03], [0.00, 0.00, -0.02], [0.00, 0.01, -0.02], [-0.03, 0.00, -0.04], [0.00, 0.04, 0.03], [0.06, -0.05, -0.02], [0.00, -0.01, 0.01], [0.03, -0.01, 0.01], [0.02, 0.00, -0.03], [-0.06, -0.04, -0.03], [-0.02, 0.05, 0.01], [0.01, 0.02, -0.04], [-0.01, 0.00, 0.00], [-0.02, -0.02, -0.04], [0.05, 0.18, -0.02], [0.02, -0.03, 0.03], [-0.01, 0.00, 0.01]]}

2.
{"formula": "C22H24BrCoO3", "method": "ωB97M-V/def2-TZVPD", "spin_multiplicity": 5, "e_homo_ev": [2.5, -1.8], "total_charge": -2, "largest_force_ev_per_a": 3.17, "total_energy_ha": -5034.98298, "lumo_ha": [0.1646, 0.1645], "elements": ["Co", "C", "C", "C", "H", "C", "C", "H", "H", "H", "H", "C", "C", "C", "H", "C", "C", "H", "H", "H", "H", "O", "C", "C", "C", "C", "C", "H", "H", "H", "H", "H", "H", "H", "H", "H", "H", "Br", "C", "C", "C", "C", "C", "C", "C", "O", "O", "H", "H", "H", "H"], "xyz": [[-0.03039, -0.72955, 0.04766], [-2.33981, -1.80230, -0.38789], [-2.78190, -0.50474, -0.70223], [-1.89892, 0.13476, -1.55112], [-3.76197, -0.09618, -0.36448], [-0.78716, -0.75971, -1.83638], [-1.06726, -2.01030, -1.07582], [-0.57262, -2.94288, -1.21444], [-2.85381, -2.56497, 0.15010], [-2.02402, 1.12093, -2.03409], [-0.08861, -0.68186, -2.64492], [2.10959, -0.46797, 1.62495], [1.80517, -1.69560, 0.96443], [1.82272, -1.42489, -0.47655], [1.66273, -2.66608, 1.40128], [2.22481, -0.03389, -0.62652], [2.37975, 0.51242, 0.64954], [2.72278, 1.55115, 0.88018], [2.15385, -0.34788, 2.70853], [1.84865, -2.19318, -1.23106], [2.52025, 0.40078, -1.58721], [-1.46557, 1.69760, 1.47440], [0.81849, 3.82431, -2.43211], [-0.21710, 3.94029, -1.63749], [0.68765, 2.71814, -3.36326], [2.08006, 3.89129, -1.67870], [-1.27298, 2.59715, 0.64158], [-1.20349, 3.69766, -1.97322], [-0.17909, 4.63901, -0.83653], [-0.63774, 3.46495, 0.82404], [-1.90796, 2.69472, -0.26728], [0.99954, 2.88951, -4.42709], [-0.37290, 2.38645, -3.33220], [1.26880, 1.81953, -2.96194], [2.88499, 4.56840, -2.07213], [2.48658, 2.83624, -1.56769], [1.83341, 4.19799, -0.63987], [-0.75221, -3.96808, 1.86073], [-0.76420, -3.14987, 3.57780], [-0.35450, -3.83868, 4.71550], [-0.34099, -3.17852, 5.95414], [-0.71739, -1.83432, 6.06011], [-1.10948, -1.13192, 4.92294], [-1.19909, -1.82726, 3.71634], [-1.57300, -1.08997, 2.47809], [-2.78616, -0.90596, 2.20029], [-0.52783, -0.76081, 1.84906], [-0.06524, -4.87851, 4.61822], [-0.02900, -3.72874, 6.83947], [-0.72632, -1.32390, 7.02045], [-1.36279, -0.07173, 4.92253]], "forces_ev_per_angstrom": [[0.74, 1.91, 0.64], [1.94, 0.08, -2.17], [-1.79, -0.01, 0.38], [1.12, -0.33, -1.29], [1.18, -0.20, -0.04], [-2.29, -1.08, 0.45], [-2.60, 1.20, -1.36], [0.33, -0.51, 0.01], [-0.16, -0.05, 0.59], [0.14, -0.63, 0.64], [0.36, 0.25, -0.03], [0.66, -0.99, -0.36], [1.03, 1.11, -1.37], [2.04, 0.36, 1.64], [-0.21, 0.01, 0.16], [-0.07, -1.40, -0.55], [0.47, 1.03, 0.79], [-0.60, -0.99, -0.33], [-0.21, 0.12, -0.41], [-0.18, 0.04, -0.22], [-0.48, 0.05, 0.49], [0.43, 0.65, -0.46], [1.44, -0.84, -0.03], [-2.63, 1.52, 0.79], [0.01, -2.24, -1.82], [2.14, 0.20, 0.91], [-1.07, -0.01, 0.08], [-0.59, -0.30, -0.07], [-0.10, 0.25, 0.99], [0.33, 0.18, 0.27], [0.18, -0.14, 0.28], [-0.14, -0.16, 0.69], [0.60, 0.08, -0.55], [-0.53, 0.91, -0.63], [-0.43, -0.62, 0.19], [-0.12, 1.12, -0.17], [0.49, 0.06, -0.53], [-0.13, -0.28, 0.50], [-0.26, 0.45, 1.10], [-0.08, 0.25, 0.00], [-0.11, -0.02, -0.20], [0.03, -0.02, -0.19], [-0.14, -0.89, -0.01], [0.47, 0.02, -0.23], [-2.24, 0.98, -1.04], [2.03, -0.58, 0.99], [-1.19, -0.17, 1.38], [0.09, 0.04, 0.16], [-0.06, 0.08, -0.11], [0.19, -0.17, -0.04], [-0.02, -0.30, 0.11]]}